DFT (wB97M-V/def2-TZVPD) results for C27H33BrCl2IN3NbO6 as an isolated structure at a distorted geometry.

Structure (XYZ):
```
74
Properties=species:S:1:pos:R:3:forces:R:3
C -2.92436 1.91077 0.61435 0.777 -0.843 -0.192
C -3.69820 1.83568 -0.83844 -0.155 0.905 0.263
C -2.75520 1.35029 -2.08968 -2.524 -0.017 0.348
Br -1.05093 2.45633 -2.23112 -1.230 -0.273 -0.058
Nb -2.19576 -0.87945 -1.92642 0.481 -0.944 -0.727
C -1.74573 -3.13019 -1.79555 0.636 -1.035 -0.907
C -0.17855 -3.44338 -1.33570 -2.146 -1.504 2.146
C 0.06164 -2.86923 0.20817 0.049 -0.548 -1.180
I 1.32924 -2.70481 -2.74349 -0.540 -0.490 0.545
C -4.35560 -1.37556 -2.45371 -4.932 -1.403 1.882
Cl -4.82002 -1.34957 -4.27869 0.296 -0.005 1.900
C -5.45430 -1.71284 -1.50845 3.718 0.920 -2.246
C -5.15469 -1.79036 0.10159 -2.123 -0.777 -0.068
Cl -7.18168 -2.04275 -2.20191 2.096 0.371 1.418
H -2.74986 3.00668 1.01216 -0.535 -2.165 -0.874
H -3.48327 1.24920 1.41712 1.064 1.515 -1.555
H -1.85776 1.40152 0.47521 -2.264 1.180 0.416
H -4.63857 1.11367 -0.74370 2.096 1.390 -0.437
H -4.12054 2.90769 -1.07188 0.677 -1.932 0.417
H -3.42109 1.45548 -3.07394 1.721 0.204 1.899
H -1.81210 -0.92028 -3.72079 0.444 0.497 -0.160
H -0.44371 -0.44069 -1.64389 -0.284 -0.186 -0.066
H -2.51874 -0.74437 -0.15097 0.319 0.304 0.594
H -2.53910 -3.74027 -1.17088 1.829 0.898 -0.929
H -1.83911 -3.54461 -2.90998 0.019 0.868 2.143
H -0.06188 -4.62842 -1.28165 -0.012 3.165 -0.409
H 0.41604 -1.75459 0.12923 -0.819 -2.176 0.454
H -0.99192 -2.96834 0.75372 2.430 0.317 -1.029
H 0.88083 -3.56133 0.70262 -1.654 1.569 -0.780
H -5.44094 -0.75877 0.60252 0.932 -2.057 -1.019
H -4.09321 -2.18728 0.39354 -1.990 1.180 -0.977
H -5.93043 -2.57851 0.55085 1.569 1.655 -0.996
C 2.34260 -10.56143 -2.15421 -0.075 0.112 0.016
C 2.66182 -9.72976 -1.07971 -0.325 0.086 -0.261
C 1.91912 -8.57056 -0.84722 -0.084 -0.014 -0.074
C 0.85103 -8.25481 -1.69826 0.609 -0.834 -0.180
C 0.53322 -9.08392 -2.78225 0.030 0.025 0.078
C 1.28499 -10.23903 -3.00634 0.105 0.245 0.351
N 0.05048 -7.05107 -1.44409 -0.892 1.091 0.109
O 0.37500 -6.33322 -0.48645 -0.411 -1.502 -1.159
O -0.90611 -6.82379 -2.19864 1.483 -0.376 1.207
H 2.92104 -11.46717 -2.32813 -0.109 0.188 0.028
H 3.48847 -9.98698 -0.42088 -0.185 0.109 -0.118
H 2.18050 -7.93290 -0.00555 -0.249 -0.010 -0.280
H -0.28994 -8.84827 -3.45353 0.172 0.145 0.307
H 1.04425 -10.89072 -3.84336 0.010 0.180 0.160
C 0.62021 5.84949 5.06918 0.050 -0.107 -0.122
C 1.02723 5.69964 3.74252 -0.198 -0.374 0.378
C 0.88706 4.46671 3.10250 -0.416 -0.477 0.144
C 0.33126 3.38683 3.80229 0.113 1.087 0.543
C -0.07108 3.53240 5.13660 0.016 0.016 -0.016
C 0.07670 4.76953 5.76695 0.097 -0.092 -0.382
N 0.15778 2.09511 3.12713 -0.069 -1.266 -1.102
O 0.54351 2.00109 1.95236 -0.586 0.181 1.988
O -0.36797 1.17421 3.76866 0.722 1.251 -0.776
H 0.72630 6.81430 5.56222 -0.019 -0.180 -0.079
H 1.45130 6.54561 3.20581 -0.130 -0.193 0.073
H 1.20901 4.36619 2.06828 -0.664 -0.391 0.901
H -0.49940 2.70137 5.69310 0.119 0.086 -0.334
H -0.23543 4.89346 6.80158 0.041 -0.079 -0.209
C 5.61053 8.15544 -0.84649 -0.095 -0.092 0.062
C 4.25279 8.46674 -0.93467 0.125 -0.342 0.205
C 3.30171 7.61755 -0.36570 0.043 -0.059 0.056
C 3.72367 6.45628 0.29623 0.707 0.683 -0.400
C 5.08559 6.13738 0.37956 -0.057 0.034 0.004
C 6.02726 6.99288 -0.19579 -0.420 0.104 -0.016
N 2.73040 5.57270 0.91847 -0.651 -0.750 0.346
O 1.53409 5.87937 0.80665 1.895 -0.150 -0.308
O 3.14483 4.57344 1.52325 -0.157 1.541 -1.201
H 6.34875 8.82354 -1.28679 -0.154 -0.145 0.078
H 3.93572 9.37385 -1.44474 0.011 -0.223 0.115
H 2.24745 7.87428 -0.44297 0.212 -0.266 0.128
H 5.42666 5.23686 0.88601 -0.314 0.177 -0.089
H 7.08704 6.75565 -0.13382 -0.246 -0.005 0.010
```
Forces are in eV/Å.

Summary:
LUMO level in eV: 0.52
Net charge: -1
F_max in eV Å⁻¹: 5.5
HOMO-LUMO gap in eV: 5.045
DFT total energy in eV: -150009.6622
E_HOMO in eV: -4.5


DFT (wB97M-V/def2-TZVPD) results for C4H8BNO3Yb as an isolated structure at a distorted geometry.

Structure (XYZ):
```
18
Properties=species:S:1:pos:R:3:forces:R:3
N -0.28189 -0.81585 2.52108 -0.401 0.961 -1.017
C 0.76699 -0.46963 1.61782 0.570 -0.838 -0.934
O 1.59476 0.35258 1.91475 -0.141 0.837 0.521
C 0.76793 -1.15923 0.25487 -0.866 -0.196 1.211
C -0.51284 -0.69792 -0.50736 0.643 0.067 -0.348
B -0.21725 0.22727 -1.84404 -1.037 0.537 0.272
C 0.39099 1.72707 -1.51483 -0.719 -2.018 -0.409
O -0.23841 2.59351 -0.67290 0.972 1.578 -1.865
O 1.37589 2.09660 -2.03855 2.589 1.247 -1.272
H -0.61516 0.05547 2.92935 0.337 -0.310 0.836
H -1.07842 -1.17733 2.00369 0.167 -0.524 0.086
H 1.68233 -0.96939 -0.29589 0.018 0.413 0.097
H 0.74519 -2.23483 0.46286 -0.152 -0.013 -0.130
H -1.07579 -1.59435 -0.77061 -0.281 0.203 -0.061
H -1.18920 -0.13195 0.19226 -0.048 -0.530 -0.005
H -1.31411 0.43211 -2.36045 -0.197 0.107 0.076
H 0.46184 -0.30440 -2.67652 0.269 -0.236 0.181
Yb -1.26285 2.07024 0.78447 -1.723 -1.284 2.762
```
Forces are in eV/Å.

Summary:
LUMO level in eV: -2.12
F_max in eV Å⁻¹: 3.5
HOMO-LUMO gap in eV: 5.647
DFT total energy in eV: -44113.8423
E_HOMO in eV: -7.8


DFT (wB97M-V/def2-TZVPD) results for C31H67BCrF4NO22 as an isolated structure at a distorted geometry.

Structure (XYZ):
```
127
Properties=species:S:1:pos:R:3:forces:R:3
Cr 2.00171 -0.47835 -3.88143 -0.735 1.472 3.411
N 4.60009 -0.76303 -0.70921 0.153 0.135 0.006
H 4.72892 -1.76879 -0.54045 -0.418 -0.001 0.764
H 3.69095 -0.64297 -1.18995 -0.065 -0.098 -0.918
H 5.42463 -0.50148 -1.24770 -0.464 0.533 -0.364
H 4.54779 -0.12782 0.11653 0.669 -0.760 0.131
C 0.62237 0.87049 -0.43358 0.377 0.257 -0.913
C 1.29610 -0.49660 -0.62776 -1.107 0.287 0.565
C 0.28363 -1.62521 -0.40618 0.974 -0.811 0.912
O 1.99193 -0.67145 -1.82192 0.774 -0.025 -2.156
H -0.02497 0.91998 0.43988 0.109 -0.212 -0.264
H 0.05760 1.11559 -1.33382 -0.222 -0.004 0.207
H 1.37358 1.65703 -0.32491 0.044 -0.015 -0.015
H 2.04578 -0.51741 0.17766 -0.011 -0.425 0.168
H -0.28558 -1.53636 0.52286 -0.360 0.570 -0.248
H 0.84327 -2.53601 -0.15501 0.037 -0.142 -0.613
H -0.35237 -1.83037 -1.26564 -0.098 0.212 0.000
B 4.27817 1.03741 -3.78997 1.367 1.206 -1.090
F 5.09559 1.44129 -2.76062 -0.260 0.172 0.030
F 4.79796 1.20888 -5.06319 0.018 -0.139 0.562
F 4.07608 -0.37976 -3.59760 -0.880 -1.225 -0.298
F 2.99810 1.64011 -3.78803 -0.069 -0.415 0.363
C -1.51634 0.92624 3.83432 -1.118 1.273 0.586
C -0.41460 1.34225 2.88315 -0.716 -0.298 0.017
O 0.85055 1.58362 3.46943 1.148 -0.427 0.138
C 1.08483 2.71706 4.12194 -0.572 0.137 0.623
O 0.26758 3.52634 4.46767 -0.335 0.187 -0.431
O 2.37875 2.77000 4.39479 0.625 -0.350 -0.319
C 2.90856 3.94496 4.99115 0.087 1.045 -0.142
H -1.59392 -0.13492 4.04891 0.235 -0.013 0.036
H -2.48832 1.28896 3.47635 0.045 -0.508 -0.728
H -1.56373 1.52470 4.75058 0.843 -0.333 0.197
H -0.68331 2.22156 2.29103 0.114 -0.537 0.497
H -0.22711 0.48431 2.23203 0.056 0.292 -0.038
H 3.34322 3.70532 5.95625 -0.035 -0.086 0.015
H 2.18025 4.74929 5.08300 -0.391 -0.398 0.269
H 3.66049 4.38080 4.33191 0.262 -0.504 -0.024
C 3.36574 -6.14517 -3.41140 -0.262 -0.011 0.064
C 3.87041 -5.05704 -2.48479 0.434 -0.075 -0.541
O 3.06462 -5.07057 -1.29993 -0.970 -0.815 -0.656
C 3.39384 -4.32701 -0.29612 0.958 1.076 1.443
O 4.32516 -3.53774 -0.25269 -0.132 -0.054 -0.298
O 2.59556 -4.56270 0.73169 -0.658 -0.745 -0.433
C 2.79877 -3.87997 1.96222 0.430 0.461 0.031
H 4.06386 -6.40253 -4.20660 0.313 0.172 0.208
H 2.46792 -5.80826 -3.93200 -0.199 -0.204 0.244
H 3.17023 -7.04610 -2.83099 -0.134 -0.039 -0.139
H 3.76172 -4.09481 -2.98837 0.253 0.167 0.287
H 4.90239 -5.22920 -2.18228 0.037 0.176 -0.092
H 2.08339 -4.27640 2.67474 -0.115 -0.071 -0.176
H 2.63446 -2.81198 1.81302 0.021 0.020 0.118
H 3.80719 -4.04646 2.33996 0.019 0.025 -0.097
C 4.47174 -0.52102 4.04555 -0.417 0.034 0.248
C 5.55751 0.55339 4.11128 0.768 -1.931 1.334
O 5.31089 1.76135 3.41887 0.103 0.174 0.082
C 5.21062 1.67871 2.10995 0.737 -0.314 0.144
O 5.21731 0.64337 1.47119 -0.355 -0.004 -0.004
O 5.22309 2.88145 1.60134 -1.121 1.087 0.046
C 4.90328 3.02546 0.21992 1.211 -1.234 -1.295
H 4.50171 -1.11997 4.95793 0.211 0.041 0.021
H 4.54038 -1.21920 3.21335 0.215 0.242 -0.157
H 3.46762 -0.09093 4.04118 0.072 0.232 -0.097
H 6.54443 0.11086 3.92500 -0.140 0.169 -1.285
H 5.79489 0.75185 5.15906 -0.965 0.996 0.016
H 4.88944 4.06619 -0.07479 -0.098 0.139 0.469
H 4.02936 2.48829 -0.15531 -0.470 0.228 0.772
H 5.70166 2.51999 -0.33508 0.116 0.370 -0.096
C -7.59825 2.11238 -1.94007 0.597 -0.122 0.247
C -6.40016 2.55351 -1.11327 -0.065 1.349 -0.968
O -5.86160 1.50664 -0.31988 -0.116 -0.225 0.341
C -4.69938 0.97550 -0.69955 -0.650 0.890 0.139
O -4.12426 1.23208 -1.72343 0.578 -0.434 -0.244
O -4.30819 0.18443 0.28279 -0.291 -0.439 0.454
C -3.13997 -0.56803 0.13911 1.404 -0.677 -0.204
H -8.29303 1.65079 -1.23979 -0.189 -0.324 -0.418
H -7.24189 1.46327 -2.74018 -0.331 -0.413 0.194
H -8.09485 2.94399 -2.43812 0.100 0.217 0.237
H -6.69562 3.38958 -0.47659 0.045 -0.372 0.514
H -5.61423 2.96335 -1.74917 0.025 -0.194 -0.086
H -3.12535 -1.39278 0.84994 -0.548 0.109 0.126
H -2.23143 -0.00326 0.36300 -0.182 0.420 -0.109
H -2.99819 -1.01333 -0.84776 -0.325 0.227 -0.139
C -1.60336 3.92688 1.09695 -0.620 0.544 -0.716
C -3.04100 4.29594 0.76744 0.234 0.534 0.082
O -3.93955 3.66221 1.68755 0.643 -0.342 0.286
C -5.02950 4.26807 2.13628 -0.397 0.205 -0.835
O -5.76525 3.79025 2.94068 -0.051 -0.233 0.577
O -5.25396 5.42362 1.48909 0.190 0.433 0.492
C -6.36204 6.16719 2.00438 -0.516 0.360 -0.347
H -1.42575 2.86319 0.94940 0.086 0.286 -0.144
H -1.32229 4.28925 2.08464 -0.157 -0.392 0.232
H -1.01129 4.54440 0.41565 0.235 -0.392 -0.184
H -3.36342 4.01445 -0.23537 0.256 -0.140 -0.089
H -3.07625 5.38377 0.82275 -0.475 -0.060 0.154
H -6.26554 6.49578 3.03803 0.372 -0.417 0.091
H -7.26522 5.56974 1.90238 -0.075 0.102 0.051
H -6.42268 7.07080 1.40192 -0.023 -0.152 -0.185
C 1.02548 4.13094 -2.10741 -0.598 0.700 -2.031
C 0.60325 3.71930 -3.55022 0.638 0.162 -0.169
O -0.62867 2.98595 -3.55158 -0.312 -0.515 -0.126
C -0.62355 1.67772 -3.68157 -0.420 0.991 -0.207
O 0.38116 0.98610 -3.70629 0.626 -1.156 -0.614
O -1.86478 1.27447 -3.77593 -0.057 0.313 -0.502
C -2.15019 -0.06735 -4.04172 -0.651 -2.629 1.660
H 0.80290 5.19707 -2.04715 0.443 0.091 0.234
H 2.09453 3.94290 -2.09725 0.002 -0.014 0.887
H 0.39100 3.69302 -1.34489 0.412 -0.613 0.034
H 1.37495 3.19010 -4.11228 -0.067 -0.544 0.628
H 0.44451 4.55394 -4.23510 -0.489 0.316 0.551
H -3.13259 -0.31896 -3.63305 -0.268 0.876 -0.366
H -1.58593 -0.75273 -3.39063 0.659 0.377 -0.300
H -2.12228 -0.47083 -5.05208 0.362 0.900 -0.348
C -4.79801 -7.49384 1.03495 0.585 -0.126 0.986
C -3.91932 -7.62675 -0.17437 -0.827 -0.014 -1.337
O -2.93202 -6.60238 -0.18081 0.863 1.108 0.605
C -2.27140 -6.34727 -1.31791 -1.098 -2.248 -0.357
O -2.49981 -6.92084 -2.35986 0.309 0.613 0.076
O -1.30919 -5.49008 -1.08802 0.302 0.921 0.511
C -0.34800 -5.26255 -2.11207 0.223 -0.323 -0.046
H -4.32649 -7.81416 1.96863 0.257 0.114 -0.128
H -5.68015 -8.12694 0.95882 -0.139 0.234 -0.322
H -5.04472 -6.43869 1.15189 -0.369 -0.107 -0.012
H -4.57334 -7.43437 -1.03238 0.245 -0.314 -0.143
H -3.42711 -8.58892 -0.32347 -0.113 -0.022 0.196
H -0.78655 -4.97191 -3.06518 -0.236 0.156 0.121
H 0.23349 -6.16769 -2.28858 -0.013 -0.039 0.078
H 0.29890 -4.49838 -1.69157 0.034 0.077 -0.208
```
Forces are in eV/Å.

Summary:
LUMO level (alpha / beta) in eV: -4.18 / -3.89
Net charge: +1
F_max in eV Å⁻¹: 3.8
Expectation value of S²: 6.017
HOMO-LUMO gap (alpha / beta) in eV: 8.109 / 8.404
DFT total energy in eV: -119737.1816
E_HOMO (alpha / beta) in eV: -12.3 / -12.3
Energy relative to the best compared isomer or geometry (same formula, charge and spin) in eV: 0.000
Multiplicity: 5


DFT (wB97M-V/def2-TZVPD) results for the molecule CHClN2 at a distorted geometry.

Structure (XYZ):
```
5
Properties=species:S:1:pos:R:3:forces:R:3
Cl -1.81828 -0.56784 -0.14395 -2.089 -1.635 1.442
N -0.47726 0.32459 -0.52784 -0.610 -0.208 -6.717
C 0.79148 -0.01086 -0.03192 -4.303 5.004 1.789
N 0.13445 1.02259 0.43711 4.425 -0.711 2.746
H 1.36961 -0.76848 0.26659 2.577 -2.451 0.740
```
Forces are in eV/Å.

Summary:
LUMO level in eV: -0.33
F_max in eV Å⁻¹: 6.8
HOMO-LUMO gap in eV: 8.771
DFT total energy in eV: -16550.5020
E_HOMO in eV: -9.1
Energy relative to the best compared isomer or geometry (same formula, charge and spin) in eV: 3.044
SMILES: ClN1C=N1